C11H38BeO8 as an isolated structure in a non-equilibrium geometry, computed with wB97M-V/def2-TZVPD.

Atoms and positions in Å:
C1 0.833 3.673 5.144
H1 0.929 4.509 4.452
C2 1.222 -3.013 -5.072
H2 -1.025 -5.986 1.405
H3 -1.278 3.229 4.920
C3 1.565 -4.479 -5.419
H4 2.531 5.907 0.342
H5 1.306 -4.832 -6.417
H6 1.878 -2.356 -5.642
H7 0.983 -5.167 -4.806
H8 -5.834 1.975 -2.865
C4 -1.682 -3.980 1.158
H9 4.886 -1.260 1.964
O1 -1.206 -2.737 1.586
H10 -2.636 -4.324 3.047
H11 -4.407 0.687 -1.289
H12 -5.251 3.539 -2.290
C5 -0.592 3.513 5.718
H13 2.547 -4.868 -5.149
H14 3.867 -2.294 2.394
H15 5.788 2.947 -1.705
O2 1.099 2.870 -4.466
H16 -3.462 -5.112 1.680
H17 -0.990 -3.423 -4.886
H18 1.446 6.209 -0.670
H19 -0.160 -4.973 2.498
H20 2.916 4.242 5.701
C6 -0.282 -2.713 -5.315
H21 0.912 3.807 -4.522
C7 1.973 3.902 6.128
H22 -0.506 -1.728 -4.905
H23 0.235 -4.914 0.764
H24 1.807 4.571 6.971
H25 -5.334 1.787 -0.332
O3 1.833 5.493 -0.165
H26 -3.726 3.159 -0.169
C8 -2.935 -4.215 2.004
H27 1.119 1.860 5.126
H28 -0.656 2.603 6.314
H29 -3.616 -3.377 1.853
O4 1.305 2.571 4.508
H30 -1.927 -3.950 0.096
O5 1.648 -2.614 -3.759
C9 -4.556 1.749 -1.094
C10 -5.015 2.477 -2.350
H31 6.365 2.072 -0.613
H32 -4.249 2.348 -3.114
H33 2.368 -3.168 -3.451
H34 -0.467 -2.581 -6.381
H35 -1.104 -2.777 2.539
O6 5.561 2.237 -1.105
H36 2.257 2.987 6.649
O7 4.040 -1.635 1.721
H37 -0.917 4.407 6.250
H38 1.116 2.574 -5.376
C11 -0.574 -4.998 1.490
Be1 1.443 1.206 -0.507
O8 -3.390 2.362 -0.586

ΔE to the lowest compared entry with this formula, charge and spin = 969.7 kJ/mol
Charge = +2

Need the Löwdin charges? In units of e they are: -0.493 0.146 -0.417 0.092 0.081 -0.044 0.035 0.094 0.150 0.083 0.082 -0.457 0.035 0.009 0.093 0.116 0.083 -0.011 0.081 0.033 0.036 -0.067 0.096 0.087 0.036 0.090 0.091 -0.030 0.034 -0.036 0.072 0.084 0.096 0.118 -0.067 0.095 -0.033 0.112 0.085 0.090 0.030 0.148 0.002 -0.304 -0.076 0.035 0.074 0.098 0.089 0.105 -0.067 0.087 -0.065 0.097 0.036 -0.029 1.003 -0.041



A 7-piece molecular cluster, C11H39N2O8 overall in a non-equilibrium geometry, computed with wB97M-V/def2-TZVPD.

Atoms and positions in Å:
O1 2.165 -2.588 -0.791
H1 -3.897 -3.142 -0.380
C1 -2.730 4.564 1.929
H2 -2.498 4.392 3.080
H3 2.633 -0.739 0.697
H4 -0.512 5.575 3.205
H5 -1.921 -5.687 -0.203
O2 -0.403 -5.194 1.084
H6 1.242 -4.378 -1.213
H7 0.609 -2.949 -2.088
N1 0.504 6.782 1.568
O3 -2.584 6.794 0.583
C2 1.927 4.976 1.115
C3 1.000 -3.315 -1.135
H8 0.402 -5.612 1.434
H9 -5.451 -4.183 0.944
H10 -1.267 -7.034 0.765
C4 -4.469 -4.617 0.742
C5 4.591 -5.265 -2.412
H11 4.921 -6.227 -2.810
O4 1.645 6.166 1.928
N2 -2.571 3.175 1.281
H12 -0.323 -6.368 -0.604
H13 -2.871 -1.323 -3.397
H14 3.425 -4.889 -3.914
H15 -3.854 4.948 1.854
C6 1.597 3.664 2.090
C7 -1.784 5.708 1.230
H16 1.979 0.607 -0.271
O5 3.497 1.101 1.015
H17 0.631 7.806 1.828
H18 1.271 4.854 0.154
H19 2.813 -2.735 -1.501
O6 -1.293 -2.639 -3.301
H20 -1.902 -3.390 -3.198
H21 -2.298 6.814 -0.397
H22 2.375 3.727 2.973
H23 -1.232 7.283 2.818
H24 -3.776 -4.371 1.550
C8 -0.730 6.320 2.330
H25 -1.191 5.170 0.352
C9 2.889 0.167 0.142
C10 -1.011 -6.128 0.210
H26 3.055 4.935 0.803
H27 -2.316 -1.990 -4.964
H28 0.309 6.771 0.535
H29 4.510 -5.331 -1.324
H30 -1.611 3.080 0.850
H31 0.498 3.768 2.504
H32 -1.341 -0.760 -4.119
O7 -3.969 -4.107 -0.481
C11 -2.000 -1.621 -3.985
H33 -2.564 2.459 2.064
H34 0.248 -3.171 -0.356
H35 -4.561 -5.703 0.662
H36 1.682 2.670 1.456
O8 3.322 -4.941 -2.949
H37 4.302 0.682 1.366
H38 3.577 -0.074 -0.672
H39 5.309 -4.484 -2.675

E_tot = -1153.38641 a.u.
Charge = +1

Need the Löwdin charges? In units of e they are: -0.148 0.083 -0.201 0.124 0.071 0.151 0.061 -0.144 0.066 0.059 -0.010 -0.084 -0.158 -0.152 0.088 0.076 0.079 -0.168 -0.160 0.078 -0.108 -0.042 0.074 0.073 0.090 0.143 -0.058 -0.291 0.076 -0.160 0.224 0.132 0.072 -0.143 0.089 0.131 0.110 0.175 0.079 -0.042 0.148 -0.169 -0.157 0.153 0.078 0.191 0.082 0.057 0.065 0.079 -0.145 -0.158 0.086 0.076 0.083 0.086 -0.136 0.088 0.079 0.076



A 9-piece molecular cluster, C11H40N10O9 overall in a non-equilibrium geometry, computed with wB97M-V/def2-TZVPD.

Atoms and positions in Å:
H1 1.734 -2.909 -1.651
H2 5.315 -2.937 2.440
C1 4.142 -1.524 1.700
C2 0.418 1.873 -0.940
H3 1.528 -2.395 -3.411
H4 -0.957 -1.148 -2.706
O1 6.062 1.556 1.658
H5 2.290 -2.316 0.884
O2 -2.622 0.426 2.962
C3 3.041 -1.568 0.598
H6 2.647 -0.595 0.478
N1 -1.987 -1.089 -2.773
N2 -5.454 0.008 -2.200
N3 1.848 1.738 3.638
H7 -3.065 -3.143 -0.100
N4 -0.431 -1.495 0.503
H8 -5.859 -0.914 -1.928
O3 0.889 -0.101 2.464
C4 -2.515 -1.440 -3.897
H9 0.162 -1.232 1.301
H10 -3.873 2.314 0.542
H11 -2.502 -0.576 -2.003
O4 -4.486 1.969 -1.509
H12 -0.718 1.010 -2.276
N5 -3.768 -1.347 -3.902
H13 0.147 -3.012 -2.369
H14 2.670 1.124 3.780
H15 1.158 2.162 -1.677
H16 -3.121 0.298 -0.221
N6 0.144 2.094 2.339
H17 0.150 3.065 2.776
H18 -0.625 1.730 1.793
C5 -1.461 -2.235 0.759
H19 4.141 2.008 -0.210
H20 1.826 2.756 3.934
O5 4.602 -2.835 1.793
H21 -4.382 -0.710 -3.337
C6 -4.626 0.618 -1.462
H22 -2.174 -2.224 -1.309
H23 5.507 3.486 1.496
H24 1.694 -0.609 -2.183
H25 4.983 -0.883 1.522
N7 -1.788 0.836 0.864
C7 -2.679 1.016 1.756
C8 1.098 -2.405 -2.415
H26 3.490 1.214 1.198
H27 2.903 2.826 0.811
H28 -4.147 -1.614 -4.837
H29 4.552 2.539 2.684
H30 3.372 -1.872 -0.358
C9 0.999 1.227 2.812
N8 -2.186 -2.647 -0.324
H31 -4.242 2.019 2.218
O6 -1.740 -1.834 -4.933
H32 0.262 2.767 -0.232
O7 0.872 -1.054 -1.983
H33 6.531 1.508 2.509
H34 -4.036 -1.219 -0.690
N9 -3.840 -0.206 -0.831
H35 3.521 -1.281 2.589
H36 -1.233 -0.067 0.947
C10 3.792 2.140 0.808
O8 -1.824 -2.588 2.089
H37 0.802 1.005 -0.389
O9 -0.825 1.590 -1.548
H38 -1.485 1.365 0.022
C11 5.018 2.518 1.699
H39 -5.951 0.595 -2.806
N10 -3.650 1.800 1.405
H40 -0.092 -1.186 -0.356

ΔE to the lowest compared entry with this formula, charge and spin = 620.1 kJ/mol
SMILES string = NC(N)=O.NC(N)=O.NC(N)=O.NC(N)=O.NC(N)=O.CCO.CCO.CO.CO

Need the Löwdin charges? In units of e they are: 0.084 0.091 -0.304 -0.152 0.093 0.080 -0.088 0.088 -0.052 -0.084 0.020 0.118 0.134 0.157 0.114 0.149 0.174 -0.101 -0.698 0.081 0.102 0.087 -0.077 0.051 0.169 0.101 0.133 0.085 0.097 0.163 0.157 0.039 -0.545 0.074 0.155 -0.080 0.071 -0.650 0.078 0.112 0.093 0.090 0.091 -0.708 -0.102 0.012 0.089 0.151 0.085 0.048 -0.614 0.121 0.135 -0.097 0.112 -0.189 0.096 0.138 0.145 0.109 0.093 -0.070 -0.127 0.062 -0.122 0.090 -0.303 0.125 0.174 0.048



C11H41BeN20O13 as an isolated structure in a non-equilibrium geometry, computed with wB97M-V/def2-TZVPD.

Atoms and positions in Å:
H1 -1.458 -0.376 2.867
H2 3.320 0.875 0.512
C1 -2.386 0.798 4.317
H3 0.910 -3.155 -2.651
N1 -3.817 2.288 -2.600
N2 -1.946 0.950 -2.787
H4 -2.915 -1.128 1.157
N3 -2.541 -2.917 -1.320
C2 -1.603 -3.041 -2.305
H5 -1.698 -1.088 4.432
N4 2.021 1.094 3.226
H6 2.768 0.921 3.872
H7 0.904 1.665 -4.077
O1 -0.844 0.240 1.320
N5 -0.279 -5.502 2.361
H8 2.590 -3.521 0.263
O2 2.404 1.586 -1.730
H9 1.339 2.031 -5.666
H10 0.205 -2.390 1.849
H11 -2.514 -4.780 -2.622
N6 4.285 0.763 0.266
H12 7.407 0.576 1.113
N7 2.001 -3.500 -0.546
H13 -2.350 -2.249 -0.594
H14 1.432 -2.694 -0.723
N8 -0.038 3.802 -3.348
N9 -1.885 -0.344 3.782
O3 1.097 0.406 0.265
H15 1.859 0.582 2.377
O4 -3.322 1.286 -4.579
C3 1.194 2.130 3.486
O5 2.830 -5.400 -1.517
H16 -0.388 4.729 -3.187
H17 -1.564 0.135 -3.239
O6 -0.686 -2.241 -2.460
C4 2.244 -4.324 -1.604
H18 -6.087 1.118 0.804
N10 -5.774 0.158 0.839
H19 4.640 2.426 -2.221
H20 -3.317 2.776 -1.876
N11 1.344 2.694 4.710
H21 -3.590 1.369 5.765
H22 1.070 3.641 -0.861
N12 6.510 0.679 0.685
H23 -3.113 -0.341 5.743
H24 -0.168 3.083 -2.659
H25 -1.759 1.081 -1.804
C5 5.239 0.846 1.224
H26 -1.036 -4.550 -3.584
N13 0.949 2.359 -4.803
Be1 -1.689 2.793 1.573
H27 4.501 0.552 -0.687
O7 5.103 0.938 2.440
H28 -6.134 -0.614 0.307
O8 -0.663 1.705 -0.305
C6 -0.576 -4.269 1.885
O9 0.349 2.532 2.665
O10 0.575 4.565 -5.378
O11 -2.320 1.891 3.722
H29 -4.552 2.788 -3.071
N14 1.584 -3.909 -2.725
O12 -3.857 1.267 1.263
N15 4.074 3.172 -1.853
C7 2.799 2.747 -1.616
H30 0.442 -5.766 3.004
H31 -1.041 -6.150 2.236
N16 -2.936 0.629 5.557
N17 -3.834 -1.020 0.749
O13 -1.708 -3.938 1.511
H32 1.316 -3.614 2.399
H33 0.716 3.458 4.890
C8 -3.055 1.471 -3.400
H34 1.537 -4.547 -3.498
H35 4.494 4.051 -1.623
N18 2.052 3.718 -1.056
H36 2.325 4.663 -0.850
C9 0.508 3.630 -4.598
C10 -4.416 0.194 0.956
N19 0.402 -3.349 2.082
H37 6.453 0.444 -0.290
H38 2.205 2.545 5.204
H39 -4.362 -1.876 0.749
H40 1.358 0.894 -0.567
H41 -3.289 -3.543 -1.093
C11 -0.198 0.718 0.364
N20 -1.648 -4.321 -2.821

E_tot = -2531.87485 a.u.
Charge = +1

Need the Löwdin charges? In units of e they are: 0.046 0.065 -0.611 0.036 0.142 0.164 0.075 0.155 -0.619 0.112 0.216 0.108 0.078 -0.042 0.163 0.089 -0.006 0.108 0.085 0.096 0.171 0.104 0.149 0.054 0.075 0.138 0.191 0.088 0.085 0.037 -0.610 0.012 0.099 0.089 -0.007 -0.674 0.116 0.169 0.107 0.072 0.188 0.120 0.077 0.144 0.107 0.049 0.042 -0.646 0.101 0.168 1.164 0.090 0.007 0.109 -0.055 -0.669 -0.027 0.032 -0.028 0.102 0.149 -0.037 0.182 -0.640 0.104 0.110 0.177 0.178 -0.014 0.096 0.117 -0.673 0.102 0.113 0.175 0.113 -0.674 -0.621 0.153 0.080 0.115 0.111 0.076 0.096 -0.754 0.169